(1)
ORCA calculation (the ωB97M-V functional and the def2-TZVPD basis) on an isolated molecule of C13H19N in a non-equilibrium geometry.

Results
**Frontier orbital gap**: 9.76 eV
**F_max**: 4.63 eV/A
**SMILES**: CCCN[C@@H]1CCc2ccccc2C1
**HOMO energy**: -8.785 eV
**LUMO energy**: 1.0 eV
**Energy relative to the best compared isomer or geometry (same formula, charge and spin)**: 68.0 kcal per mole
**E**: -561.4143 hartree

Geometry as XYZ:
```
33
Properties=species:S:1:pos:R:3:nbo_charge:R:1
C 0.04 -2.65 -3.87 -0.622
C 0.99 -3.01 -2.78 -0.445
C 0.09 -3.07 -1.45 -0.227
N -0.76 -1.86 -1.22 -0.598
C -0.08 -0.90 -0.38 -0.045
C 0.28 -1.33 1.04 -0.419
C 1.11 -0.16 1.78 -0.412
C 0.31 1.27 1.71 -0.007
C 0.89 2.28 2.41 -0.216
C 0.38 3.57 2.23 -0.209
C -0.63 3.83 1.34 -0.219
C -1.13 2.82 0.48 -0.198
C -0.64 1.47 0.64 -0.005
C -1.03 0.28 -0.16 -0.444
H -1.02 -3.29 -3.88 0.208
H -0.27 -1.48 -3.90 0.232
H 0.51 -2.94 -4.94 0.207
H 1.65 -3.81 -2.90 0.217
H 1.82 -2.26 -2.67 0.201
H 0.70 -3.51 -0.61 0.178
H -0.67 -3.88 -1.63 0.194
H -1.43 -2.10 -0.53 0.343
H 0.88 -0.69 -0.84 0.185
H -0.61 -1.54 1.54 0.189
H 0.84 -2.30 0.91 0.205
H 1.22 -0.41 2.87 0.217
H 2.05 0.05 1.28 0.212
H 1.69 2.17 3.10 0.211
H 0.68 4.29 3.04 0.211
H -1.04 4.74 1.18 0.207
H -1.90 2.98 -0.30 0.213
H -1.97 -0.09 0.02 0.214
H -1.28 0.69 -1.16 0.222
```

(2)
ORCA calculation (the ωB97M-V functional and the def2-TZVPD basis) on a cluster of 2 separate species, C13H19N in total in a non-equilibrium geometry.

Results
**Frontier orbital gap**: 8.66 eV
**F_max**: 2.96 eV/A
**SMILES**: Cc1c[nH]c2ccccc12.CC(C)C
**HOMO energy**: -7.840 eV
**LUMO energy**: 0.8 eV
**Energy relative to the best compared isomer or geometry (same formula, charge and spin)**: 35.8 kcal per mole
**E**: -561.4656 hartree

Geometry as XYZ:
```
33
Properties=species:S:1:pos:R:3:nbo_charge:R:1
C -0.53 0.99 1.16 -0.649
C -1.69 1.30 0.27 -0.113
C -2.94 1.73 0.59 -0.028
N -3.78 1.74 -0.50 -0.534
C -3.10 1.31 -1.61 0.132
C -3.56 1.04 -2.92 -0.250
C -2.60 0.50 -3.76 -0.207
C -1.36 0.08 -3.33 -0.248
C -0.91 0.41 -2.06 -0.212
C -1.74 1.05 -1.15 -0.026
H -0.80 0.10 1.74 0.224
H -0.17 1.65 1.97 0.227
H 0.40 0.95 0.61 0.222
H -3.32 1.85 1.59 0.207
H -4.52 2.42 -0.49 0.406
H -4.59 1.19 -3.16 0.218
H -2.90 0.38 -4.80 0.209
H -0.80 -0.64 -3.91 0.216
H 0.12 0.16 -1.80 0.207
C 2.05 -2.60 1.26 -0.614
C 2.43 -1.15 1.38 -0.248
C 2.82 -0.72 2.85 -0.607
C 3.65 -0.71 0.57 -0.604
H 1.76 -3.02 2.24 0.205
H 2.83 -3.31 0.94 0.208
H 1.25 -2.81 0.55 0.213
H 1.52 -0.58 1.25 0.215
H 2.68 -1.58 3.51 0.206
H 3.78 -0.20 2.96 0.207
H 2.20 0.11 3.18 0.201
H 3.57 -1.06 -0.47 0.199
H 3.64 0.38 0.45 0.206
H 4.64 -0.97 0.91 0.212
```

(3)
ORCA calculation (the ωB97M-V functional and the def2-TZVPD basis) on an isolated molecule of C13H19N in a non-equilibrium geometry.

Results
**Frontier orbital gap**: 8.96 eV
**F_max**: 4.07 eV/A
**SMILES**: CCCCNC1Cc2ccccc2C1
**HOMO energy**: -8.041 eV
**LUMO energy**: 0.9 eV
**Energy relative to the best compared isomer or geometry (same formula, charge and spin)**: 50.7 kcal per mole
**E**: -561.4420 hartree

Geometry as XYZ:
```
33
Properties=species:S:1:pos:R:3:nbo_charge:R:1
C -5.27 0.32 0.00 -0.600
C -3.84 0.04 -0.35 -0.417
C -2.81 0.37 0.75 -0.376
C -1.62 -0.55 0.73 -0.206
N -0.96 -0.43 -0.49 -0.656
C 0.45 -0.29 -0.74 -0.003
C 1.10 1.10 -0.35 -0.441
C 2.57 0.62 -0.19 -0.037
C 3.64 1.49 -0.01 -0.189
C 4.88 0.99 0.30 -0.210
C 5.06 -0.42 0.17 -0.202
C 3.95 -1.31 0.09 -0.206
C 2.64 -0.70 0.08 -0.007
C 1.30 -1.42 -0.15 -0.442
H -5.91 -0.20 -0.72 0.203
H -5.50 1.35 -0.23 0.203
H -5.62 0.00 0.97 0.211
H -3.86 -1.02 -0.52 0.192
H -3.50 0.49 -1.30 0.198
H -3.25 0.38 1.87 0.187
H -2.42 1.34 0.61 0.196
H -1.01 -0.21 1.62 0.190
H -2.03 -1.49 0.94 0.162
H -1.48 -0.27 -1.27 0.368
H 0.50 -0.37 -1.83 0.193
H 0.92 1.76 -1.22 0.211
H 0.72 1.60 0.59 0.213
H 3.39 2.47 -0.13 0.203
H 5.68 1.65 0.49 0.211
H 6.03 -0.80 0.05 0.205
H 4.05 -2.35 0.31 0.213
H 0.87 -1.83 0.73 0.213
H 1.33 -2.31 -0.80 0.218
```

(4)
ORCA calculation (the ωB97M-V functional and the def2-TZVPD basis) on a cluster of 2 separate species, C13H19N2O4 in total in a non-equilibrium geometry.

Results
**Frontier orbital gap**: 7.67 eV
**F_max**: 2.11 eV/A
**HOMO energy**: -4.807 eV
**LUMO energy**: 2.9 eV
**E**: -917.3246 hartree
**Charge**: -1

Geometry as XYZ:
```
38
Properties=species:S:1:pos:R:3:nbo_charge:R:1
O -3.85 1.26 2.91 -0.607
C -2.91 1.04 2.17 0.709
C -1.56 0.35 2.48 -0.527
C -0.67 1.31 1.73 -0.211
C 0.85 1.11 1.74 -0.388
C 1.35 -0.31 1.46 -0.434
C 1.37 -0.75 -0.01 -0.417
C 2.13 0.19 -0.95 -0.199
N 1.52 0.20 -2.30 -0.316
C 1.78 -0.64 -3.32 -0.066
C 0.98 -0.28 -4.34 -0.312
C 0.21 0.81 -3.93 -0.315
C 0.58 1.09 -2.66 -0.069
C -1.41 1.44 0.40 -0.226
N -2.85 1.42 0.82 -0.635
H -1.68 -0.63 2.04 0.280
H -1.52 0.35 3.56 0.233
H -0.79 2.28 2.22 0.183
H 1.29 1.86 1.08 0.179
H 1.17 1.37 2.74 0.206
H 0.67 -0.99 1.98 0.281
H 2.32 -0.48 1.90 0.192
H 1.89 -1.70 -0.03 0.232
H 0.39 -0.97 -0.40 0.225
H 2.16 1.22 -0.62 0.192
H 3.16 -0.14 -1.11 0.195
H 2.51 -1.42 -3.27 0.206
H 0.92 -0.73 -5.31 0.207
H -0.54 1.34 -4.48 0.211
H 0.25 1.85 -1.99 0.202
H -1.22 2.42 -0.04 0.184
H -1.27 0.58 -0.25 0.210
H -3.22 2.35 0.68 0.373
C -0.95 -3.24 1.41 0.936
O -2.08 -3.50 0.95 -0.813
O 0.11 -3.49 0.49 -0.790
O -0.61 -2.78 2.51 -0.788
H -0.47 -3.81 -0.22 0.476
```

(5)
ORCA calculation (the ωB97M-V functional and the def2-TZVPD basis) on a structure of composition C13H19N2O5PdSSi.

Results
**Frontier orbital gap**: 8.01 eV
**F_max**: 0.49 eV/A
**HOMO energy**: -5.630 eV
**LUMO energy**: 2.4 eV
**Energy relative to the best compared isomer or geometry (same formula, charge and spin)**: 5.4 kcal per mole
**E**: -1808.1673 hartree
**Charge**: -1

Geometry as XYZ:
```
42
Properties=species:S:1:pos:R:3:nbo_charge:R:1
Pd 0.52 -1.36 -0.98 0.810
C -2.85 -2.45 1.19 -0.718
C -2.65 -1.02 0.78 0.694
O -2.68 -0.09 1.57 -0.637
N -2.57 -0.80 -0.58 -0.642
C -2.29 0.54 -1.04 -0.262
C -1.33 0.71 -2.19 0.246
C -1.72 1.48 -3.28 -0.245
C -0.82 1.80 -4.27 -0.153
C 0.49 1.37 -4.14 -0.260
C 0.82 0.59 -3.05 0.080
N -0.07 0.25 -2.11 -0.411
H -2.73 -2.52 2.26 0.232
H -2.16 -3.12 0.69 0.262
H -3.87 -2.75 0.92 0.224
H -2.25 -1.59 -1.14 0.437
H -1.90 1.09 -0.17 0.259
H -3.22 1.05 -1.33 0.187
H -2.75 1.83 -3.33 0.218
H -1.12 2.40 -5.12 0.215
H 1.25 1.61 -4.88 0.224
H 1.82 0.20 -2.91 0.233
O -0.55 -2.79 -2.04 -1.059
S 0.32 -3.95 -1.47 2.547
O 1.30 -4.36 -2.43 -0.996
O 0.97 -3.19 -0.29 -0.961
O -0.54 -5.00 -0.97 -0.999
C 3.29 1.09 3.56 -1.101
Si 3.45 1.56 1.75 1.609
C 5.26 1.40 1.24 -1.099
C 2.95 3.36 1.55 -1.099
C 2.41 0.50 0.72 -0.724
C 1.69 -0.23 0.06 -0.178
H 3.93 1.71 4.19 0.218
H 3.58 0.04 3.70 0.239
H 2.26 1.20 3.89 0.238
H 5.91 2.02 1.86 0.218
H 5.39 1.70 0.20 0.231
H 5.58 0.36 1.33 0.238
H 3.57 4.02 2.16 0.219
H 1.90 3.50 1.85 0.235
H 3.04 3.67 0.51 0.230
```

(6)
ORCA calculation (the ωB97M-V functional and the def2-TZVPD basis) on the ion C13H19N2O7 with charge -1 in a non-equilibrium geometry.

Results
**Frontier orbital gap**: 6.76 eV
**F_max**: 4.79 eV/A
**SMILES**: CCOC(=O)N(/N=C(\[O-])OCC)[C@@]1(C(C)=O)CCCOC1=O
**HOMO energy**: -3.521 eV
**LUMO energy**: 3.2 eV
**Energy relative to the best compared isomer or geometry (same formula, charge and spin)**: 1.8 kcal per mole
**E**: -1142.9812 hartree
**Charge**: -1

Geometry as XYZ:
```
41
Properties=species:S:1:pos:R:3:nbo_charge:R:1
C -1.20 4.16 -1.98 -0.632
C -1.86 2.87 -1.59 -0.063
O -0.89 2.06 -0.89 -0.537
C -1.32 0.81 -0.68 0.878
O -2.46 0.43 -0.84 -0.646
N -0.20 0.00 -0.30 -0.306
N -0.47 -1.28 -0.10 -0.575
C -0.83 -1.56 1.19 0.848
O -0.58 -0.90 2.21 -0.774
O -1.50 -2.74 1.22 -0.519
C -1.52 -3.39 2.51 -0.070
C -2.48 -4.56 2.42 -0.620
C 1.18 0.36 -0.60 -0.108
C 1.29 0.95 -2.07 0.644
C 1.27 0.03 -3.22 -0.757
O 1.40 2.16 -2.23 -0.580
C 1.52 1.46 0.44 -0.405
C 2.56 1.00 1.41 -0.428
C 2.21 -0.38 1.91 -0.111
O 2.19 -1.37 0.84 -0.502
C 1.82 -1.02 -0.40 0.852
O 1.96 -1.82 -1.31 -0.606
H -1.83 4.66 -2.72 0.197
H -1.11 4.83 -1.12 0.199
H -0.21 4.01 -2.42 0.241
H -2.70 3.03 -0.90 0.184
H -2.21 2.32 -2.48 0.185
H -0.50 -3.78 2.69 0.166
H -1.83 -2.69 3.29 0.192
H -2.28 -5.23 3.26 0.193
H -3.52 -4.22 2.52 0.199
H -2.39 -5.12 1.49 0.214
H 1.77 -0.91 -2.97 0.287
H 0.25 -0.23 -3.53 0.245
H 1.76 0.52 -4.06 0.212
H 1.86 2.33 -0.12 0.233
H 0.61 1.73 0.98 0.234
H 3.55 0.99 0.93 0.187
H 2.60 1.66 2.28 0.209
H 2.90 -0.79 2.64 0.174
H 1.18 -0.38 2.30 0.263
```